No. 1
{"formula": "C41H55LuN3O3", "method": "ωB97M-V/def2-TZVPD", "symbols": ["Lu", "C", "C", "C", "C", "C", "C", "C", "N", "C", "C", "C", "C", "C", "C", "O", "C", "C", "C", "C", "C", "C", "C", "C", "C", "O", "C", "C", "C", "C", "C", "C", "H", "H", "H", "H", "H", "H", "H", "H", "H", "H", "H", "H", "H", "H", "H", "H", "H", "H", "H", "H", "H", "H", "H", "H", "H", "H", "H", "H", "H", "H", "H", "H", "H", "H", "H", "H", "H", "H", "H", "H", "C", "C", "C", "C", "N", "C", "C", "C", "C", "C", "C", "N", "H", "H", "H", "H", "H", "H", "H", "H", "C", "C", "C", "O", "H", "H", "H", "H", "H", "H", "H"], "coordinates": [[1.644, -1.267, -0.830], [-5.823, -1.313, 0.501], [-5.132, -0.005, 0.030], [-6.035, 0.705, -1.015], [-4.876, 0.867, 1.272], [-3.781, -0.362, -0.621], [-2.589, 0.129, -0.140], [-1.383, -0.327, -0.711], [-0.133, -0.044, -0.251], [0.181, 0.895, 0.740], [-0.315, 2.204, 0.811], [0.175, 3.130, 1.714], [1.206, 2.717, 2.596], [1.695, 1.431, 2.647], [1.285, 0.533, 1.591], [1.892, -0.615, 1.271], [2.622, 0.891, 3.732], [2.046, -0.361, 4.389], [2.805, 1.968, 4.817], [3.989, 0.521, 3.133], [-0.345, 4.596, 1.684], [0.196, 5.347, 0.436], [-1.885, 4.570, 1.621], [0.053, 5.345, 2.970], [-1.379, -1.317, -1.779], [-0.195, -1.766, -2.093], [-2.644, -1.748, -2.361], [-3.760, -1.246, -1.739], [-2.754, -2.758, -3.480], [-2.740, -4.166, -2.874], [-4.074, -2.609, -4.259], [-1.595, -2.631, -4.494], [-6.771, -1.092, 1.008], [-6.058, -2.021, -0.358], [-5.195, -1.880, 1.239], [-6.922, 1.134, -0.491], [-5.498, 1.533, -1.534], [-6.387, -0.024, -1.793], [-5.806, 1.170, 1.790], [-4.237, 0.301, 2.024], [-4.345, 1.804, 1.011], [-2.500, 0.797, 0.713], [-1.093, 2.466, 0.101], [1.643, 3.447, 3.252], [1.041, -0.180, 4.870], [1.921, -1.207, 3.707], [2.742, -0.664, 5.224], [1.837, 2.253, 5.247], [3.425, 1.571, 5.665], [3.314, 2.889, 4.437], [3.861, -0.300, 2.413], [4.424, 1.395, 2.615], [4.681, 0.216, 3.945], [-0.189, 4.918, -0.511], [-0.079, 6.402, 0.483], [1.322, 5.290, 0.368], [-2.286, 4.091, 0.685], [-2.309, 4.031, 2.478], [-2.267, 5.623, 1.605], [1.155, 5.469, 3.057], [-0.351, 6.374, 2.950], [-0.297, 4.859, 3.908], [-4.722, -1.536, -2.136], [-3.572, -4.309, -2.156], [-2.867, -4.961, -3.662], [-1.806, -4.358, -2.307], [-4.960, -2.956, -3.674], [-4.244, -1.588, -4.642], [-4.068, -3.322, -5.123], [-0.616, -2.592, -3.991], [-1.642, -3.498, -5.187], [-1.693, -1.683, -5.118], [6.266, -2.278, -0.671], [6.804, -1.010, -0.781], [5.961, 0.075, -1.066], [4.581, -0.144, -1.166], [4.040, -1.384, -1.029], [4.886, -2.433, -0.798], [3.669, 0.945, -1.377], [4.010, 2.254, -1.009], [3.167, 3.296, -1.373], [2.001, 3.028, -2.091], [1.687, 1.701, -2.351], [2.466, 0.656, -1.909], [6.866, -3.163, -0.542], [7.878, -0.886, -0.619], [6.364, 1.071, -1.257], [4.406, -3.409, -0.730], [4.926, 2.459, -0.462], [3.430, 4.309, -1.125], [1.368, 3.788, -2.500], [0.783, 1.428, -2.900], [0.997, -5.309, -1.655], [1.213, -4.623, -0.315], [-0.057, -4.729, 0.516], [1.612, -3.224, -0.547], [0.427, -6.264, -1.586], [1.976, -5.517, -2.145], [0.419, -4.639, -2.313], [2.106, -4.973, 0.238], [-0.871, -4.368, -0.107], [-0.003, -4.086, 1.404], [-0.315, -5.745, 0.844]], "atomic_forces_ev_per_a": [[-0.1, -2.1, 0.3], [0.2, -1.0, -0.3], [0.2, -0.4, 0.0], [-0.2, 0.1, -0.1], [0.4, 0.1, 0.7], [0.1, 0.6, 0.7], [-0.1, 0.0, -0.1], [0.8, 0.6, 0.5], [-1.4, 1.2, 1.6], [-0.1, -0.3, -1.1], [-0.7, 0.4, 0.2], [-0.2, 0.3, -1.0], [0.1, -0.6, 0.1], [-0.2, -0.8, -0.5], [1.0, -1.9, -1.0], [-0.7, 2.2, 0.9], [0.4, 0.6, 0.0], [-0.6, -0.3, 1.4], [0.7, 0.1, 0.6], [0.3, 0.1, -0.1], [-0.1, -0.5, 0.1], [1.0, -0.5, -0.1], [-0.6, 0.4, -0.8], [0.5, 0.4, 0.3], [2.0, -1.0, -0.6], [-2.1, 0.8, -0.1], [0.1, 0.5, 0.8], [0.2, -0.2, -0.6], [0.0, -0.2, -0.7], [0.0, -1.0, 0.3], [-0.7, -0.8, -0.4], [0.1, 0.7, -0.7], [0.2, 0.1, -0.2], [0.3, 0.9, 1.0], [-0.4, 0.5, -0.7], [0.6, -0.4, -0.5], [-0.4, -0.5, 0.4], [0.2, 0.7, 0.7], [0.3, -0.3, -0.4], [-0.8, 0.7, -0.9], [-0.3, -0.4, 0.1], [-0.3, -0.2, -0.2], [0.1, 0.1, 0.1], [-0.1, 0.1, 0.3], [0.9, 0.0, -0.5], [0.2, 0.2, 0.0], [-0.7, 0.2, -0.9], [0.1, 0.0, -0.1], [-0.5, 0.3, -0.8], [-0.4, -0.7, 0.3], [0.2, 0.3, 0.3], [-0.1, -0.3, 0.2], [-0.3, 0.1, -0.5], [0.0, 0.2, 0.5], [0.0, 0.0, 0.0], [-1.0, 0.1, 0.2], [0.5, 0.4, 0.8], [0.1, 0.2, -0.1], [0.2, -0.8, 0.2], [-0.6, -0.1, -0.1], [0.0, -0.5, 0.0], [0.1, 0.2, -0.7], [0.0, -0.1, 0.0], [0.3, 0.2, -0.3], [0.3, 0.8, 0.6], [-0.4, 0.1, -0.5], [0.6, 0.5, -0.2], [0.1, -0.4, 0.2], [0.2, 0.7, 0.5], [-0.5, -0.2, -0.4], [0.1, 0.6, 0.4], [0.0, -1.1, 0.7], [-1.0, 0.0, -0.2], [0.0, 0.4, 0.0], [0.0, -0.3, 0.0], [1.4, -2.0, 0.7], [1.5, -0.2, 0.2], [-0.8, 1.0, -0.4], [-1.1, 1.7, 0.1], [-0.2, 0.2, -0.4], [-0.1, -0.4, -0.1], [0.5, -1.0, -0.2], [0.6, -0.8, 0.9], [-0.1, 1.7, -1.2], [0.2, 0.0, 0.2], [-0.4, 0.2, -0.3], [-0.1, -0.4, 0.2], [0.0, 0.3, 0.0], [-0.2, -0.1, -0.1], [0.0, 0.2, 0.1], [-0.2, 0.4, 0.0], [0.2, 0.0, 0.3], [0.5, -0.5, -0.6], [1.0, 1.4, 0.1], [0.1, 0.6, 0.4], [-0.8, -1.6, 0.3], [0.5, 0.6, 0.2], [-0.7, 0.1, 0.2], [0.2, -0.1, 0.3], [-0.6, -0.6, -0.2], [-0.3, 0.1, 0.0], [0.0, -0.1, -0.1], [0.3, 0.1, -0.2]], "homo_ha": [-0.3860, -0.3662], "charge": 1, "lumo_energy_ev": [-4.258, -4.733], "relative_energy_kcal_mol": 0.00, "orbital_gap_ha": [0.230, 0.192]}

***

No. 2
{"formula": "C41H55N8SSi4TeTi", "method": "ωB97M-V/def2-TZVPD", "symbols": ["Ti", "C", "C", "C", "C", "C", "C", "N", "C", "C", "C", "C", "C", "C", "N", "N", "C", "C", "C", "C", "C", "N", "H", "H", "H", "H", "H", "H", "H", "H", "H", "H", "H", "H", "H", "C", "C", "C", "C", "C", "C", "N", "N", "C", "C", "C", "C", "C", "C", "H", "H", "H", "H", "H", "H", "H", "H", "H", "S", "C", "N", "C", "C", "N", "H", "H", "H", "H", "H", "H", "C", "Si", "C", "C", "Si", "Te", "Si", "C", "C", "C", "Si", "C", "C", "C", "H", "H", "H", "H", "H", "H", "H", "H", "H", "H", "H", "H", "H", "H", "H", "H", "H", "H", "H", "H", "H", "H", "H", "H", "H", "H", "H"], "coordinates": [[-1.037, -0.471, -1.320], [-0.625, -2.706, -6.493], [-0.165, -3.115, -5.244], [-0.737, -2.628, -4.082], [-1.777, -1.685, -4.126], [-2.234, -1.283, -5.392], [-1.668, -1.790, -6.551], [-2.242, -1.148, -2.928], [-3.596, -0.891, -2.780], [-4.626, -1.488, -3.513], [-5.945, -1.120, -3.304], [-6.278, -0.142, -2.366], [-5.286, 0.444, -1.607], [-3.960, 0.034, -1.764], [-2.879, 0.557, -1.108], [-3.001, 1.765, -0.577], [-1.841, 2.424, -0.687], [-1.764, 3.783, -0.266], [-0.665, 4.524, -0.569], [0.418, 3.919, -1.240], [0.323, 2.587, -1.539], [-0.764, 1.830, -1.299], [-0.194, -3.110, -7.401], [0.635, -3.843, -5.175], [-0.406, -2.956, -3.104], [-3.048, -0.570, -5.455], [-2.053, -1.470, -7.514], [-4.390, -2.241, -4.253], [-6.724, -1.604, -3.880], [-7.312, 0.147, -2.223], [-5.506, 1.197, -0.862], [-2.620, 4.195, 0.251], [-0.610, 5.566, -0.281], [1.319, 4.467, -1.474], [1.163, 2.063, -1.981], [-5.412, -3.324, 0.482], [-5.043, -2.153, 1.133], [-3.754, -1.666, 1.026], [-2.797, -2.340, 0.255], [-3.168, -3.525, -0.389], [-4.465, -4.000, -0.274], [-1.529, -1.771, 0.156], [-0.603, -2.469, -0.640], [0.601, -2.690, 0.016], [1.420, -3.710, -0.497], [2.633, -4.034, 0.079], [3.074, -3.348, 1.203], [2.294, -2.317, 1.707], [1.083, -1.969, 1.125], [-6.425, -3.699, 0.558], [-5.773, -1.610, 1.722], [-3.464, -0.741, 1.513], [-2.427, -4.039, -0.987], [-4.744, -4.911, -0.793], [1.050, -4.256, -1.357], [3.228, -4.836, -0.342], [4.016, -3.599, 1.675], [2.654, -1.754, 2.561], [1.452, -0.604, -2.372], [1.214, 0.082, -3.883], [0.129, 0.761, -4.296], [0.241, 1.191, -5.683], [1.466, 0.399, -6.167], [2.119, 0.060, -4.903], [-0.731, 0.750, -3.764], [0.418, 2.270, -5.726], [-0.656, 0.946, -6.247], [2.121, 0.994, -6.803], [1.153, -0.504, -6.697], [2.845, -0.632, -4.856], [5.114, -0.335, 2.238], [3.967, 1.157, 2.144], [4.847, 2.528, 3.109], [3.773, 1.650, 0.342], [1.856, 0.835, 3.114], [-0.010, -0.288, 1.774], [1.934, -0.204, 5.213], [3.330, 0.497, 6.278], [0.294, 0.105, 6.089], [2.177, -2.072, 5.148], [0.954, 2.961, 3.541], [1.597, 3.685, 5.165], [1.416, 4.184, 2.189], [-0.922, 2.874, 3.655], [6.136, -0.026, 2.000], [4.818, -1.110, 1.531], [5.123, -0.771, 3.239], [5.828, 2.722, 2.666], [5.005, 2.224, 4.145], [4.292, 3.466, 3.116], [4.745, 1.820, -0.130], [3.179, 2.558, 0.239], [3.265, 0.857, -0.212], [3.242, 1.578, 6.393], [4.299, 0.287, 5.819], [3.331, 0.049, 7.274], [0.142, 1.163, 6.310], [0.254, -0.447, 7.031], [-0.537, -0.232, 5.466], [3.158, -2.344, 4.757], [1.423, -2.551, 4.524], [2.094, -2.486, 6.157], [2.685, 3.759, 5.167], [1.296, 3.098, 6.033], [1.192, 4.694, 5.287], [2.486, 4.397, 2.189], [0.885, 5.131, 2.327], [1.147, 3.799, 1.212], [-1.243, 2.199, 4.449], [-1.359, 2.527, 2.717], [-1.337, 3.865, 3.865]], "atomic_forces_ev_per_a": [[-0.1, -0.7, 0.3], [0.0, 0.0, 0.0], [0.0, 0.0, -0.1], [0.0, 0.0, 0.1], [0.0, -0.3, 0.1], [-0.1, 0.0, 0.1], [0.0, 0.0, -0.1], [0.3, 0.4, 0.0], [0.0, -0.1, 0.2], [-0.1, 0.0, 0.0], [0.0, 0.0, 0.0], [-0.1, 0.0, -0.1], [0.2, -0.2, 0.1], [-0.4, -0.1, -0.3], [0.2, 0.3, 0.0], [-0.3, -0.1, -0.1], [0.5, 0.2, 0.0], [-0.2, -0.2, 0.0], [0.1, 0.0, 0.0], [0.0, 0.1, 0.0], [0.1, -0.2, 0.0], [0.0, -0.1, 0.2], [0.0, 0.0, 0.0], [0.0, 0.0, 0.0], [0.0, 0.0, 0.0], [0.0, 0.0, 0.0], [0.0, 0.0, 0.0], [0.0, 0.0, 0.0], [0.0, 0.0, 0.0], [0.0, 0.0, 0.0], [0.0, 0.0, 0.0], [0.0, 0.0, 0.0], [0.0, 0.0, 0.0], [0.0, 0.0, 0.0], [0.0, 0.0, 0.0], [0.0, 0.0, 0.0], [0.0, 0.0, 0.0], [0.0, 0.0, 0.0], [0.0, 0.0, 0.0], [0.1, 0.0, 0.0], [0.0, 0.0, 0.0], [-0.1, 0.4, -0.1], [0.2, 0.5, -0.3], [0.0, -0.1, -0.1], [0.0, 0.0, 0.0], [0.0, 0.0, 0.0], [0.1, 0.0, 0.0], [0.0, 0.1, 0.0], [0.1, -0.2, 0.0], [0.0, 0.0, 0.0], [0.0, 0.0, 0.0], [0.0, 0.0, 0.0], [0.0, 0.0, 0.0], [0.0, 0.0, 0.0], [0.0, 0.0, 0.0], [0.0, 0.0, 0.0], [0.0, 0.0, 0.0], [0.0, 0.0, 0.0], [-0.3, 0.0, -0.1], [-0.3, 0.3, -0.1], [0.5, -0.4, 0.0], [0.1, 0.1, 0.1], [0.0, 0.0, 0.0], [-0.2, 0.1, 0.1], [0.0, 0.1, 0.0], [0.0, 0.0, 0.0], [0.0, 0.0, 0.0], [0.0, 0.0, 0.0], [0.0, 0.0, 0.0], [0.0, -0.1, 0.0], [-0.1, 0.0, 0.0], [0.0, 0.0, 0.0], [0.0, 0.0, -0.1], [0.0, 0.0, 0.0], [0.0, -0.1, 0.0], [-0.1, 0.2, 0.1], [0.0, -0.1, 0.1], [0.0, 0.0, -0.1], [0.0, 0.0, 0.0], [0.0, 0.1, 0.0], [0.0, 0.1, 0.1], [0.0, 0.0, -0.1], [0.0, 0.0, 0.2], [0.1, 0.0, 0.0], [0.0, 0.0, 0.0], [0.0, 0.0, 0.0], [0.0, 0.0, 0.0], [0.0, 0.0, 0.0], [0.0, 0.0, 0.1], [0.0, 0.0, 0.0], [0.0, 0.0, 0.0], [-0.1, 0.1, 0.0], [0.0, 0.0, 0.0], [0.0, 0.1, 0.0], [0.1, 0.0, 0.0], [0.0, 0.0, 0.0], [0.0, 0.0, 0.0], [0.0, 0.0, 0.0], [0.0, 0.0, 0.0], [0.0, 0.0, 0.0], [0.0, 0.0, 0.0], [0.0, 0.0, 0.0], [0.1, 0.0, 0.0], [0.0, 0.0, 0.0], [0.0, 0.0, 0.0], [0.0, 0.0, 0.0], [0.0, 0.0, 0.0], [0.0, -0.1, -0.1], [0.0, -0.1, 0.0], [0.0, 0.0, 0.0], [0.0, 0.0, 0.0]], "homo_ha": [-0.1395, -0.1453], "charge": -1, "lumo_energy_ev": [2.204, 1.795], "relative_energy_kcal_mol": 9.67, "orbital_gap_ha": [0.220, 0.211], "multiplicity": 3, "s_squared": 2.029}